{
  "formula": "C27H27BrCdGe2IS2",
  "method": "ωB97M-V with the def2-TZVPD basis set",
  "symbols": ["Cd", "S", "C", "C", "C", "C", "C", "C", "S", "H", "H", "H", "H", "Br", "C", "C", "C", "C", "C", "C", "I", "H", "H", "H", "H", "C", "Ge", "C", "C", "Ge", "C", "C", "C", "C", "C", "C", "C", "C", "C", "C", "C", "C", "H", "H", "H", "H", "H", "H", "H", "H", "H", "H", "H", "H", "H", "H", "H", "H", "H", "H", "H"],
  "coordinates": [[-0.7966, -0.5898, 0.3118], [-1.6207, -0.5960, 2.7625], [-2.3474, -2.1529, 2.7580], [-2.5389, -2.7609, 4.0214], [-3.1620, -3.9715, 4.1473], [-3.6165, -4.6533, 3.0030], [-3.4380, -4.1058, 1.7628], [-2.8134, -2.8477, 1.5898], [-2.7414, -2.2501, -0.0197], [-2.1730, -2.2364, 4.8935], [-3.3041, -4.4067, 5.1279], [-4.1047, -5.6139, 3.1041], [-3.7701, -4.6299, 0.8771], [-2.7789, 5.1856, -2.5289], [-3.8860, 4.6553, -1.0910], [-4.9909, 5.4381, -0.7893], [-5.8272, 5.0819, 0.2556], [-5.5649, 3.9429, 0.9998], [-4.4622, 3.1585, 0.7032], [-3.6203, 3.5136, -0.3395], [-1.9296, 2.3083, -0.7405], [-5.1895, 6.3232, -1.3774], [-6.6851, 5.6990, 0.4869], [-6.2188, 3.6606, 1.8142], [-4.2567, 2.2677, 1.2817], [2.5523, -2.1251, 2.2595], [3.1141, -0.4900, 1.3014], [2.6696, 0.9863, 2.5364], [5.0557, -0.5357, 0.9251], [1.5774, -0.2905, -0.6097], [1.8431, -1.7955, -1.8690], [2.8480, -2.7398, -1.6714], [2.9884, -3.8243, -2.5269], [2.1229, -3.9781, -3.5992], [1.1173, -3.0451, -3.8110], [0.9768, -1.9694, -2.9481], [1.8889, 1.4008, -1.5919], [1.1195, 1.7536, -2.6993], [1.3293, 2.9530, -3.3629], [2.3153, 3.8253, -2.9249], [3.0934, 3.4877, -1.8273], [2.8799, 2.2847, -1.1688], [3.1103, -2.2316, 3.1914], [2.6913, -3.0308, 1.6686], [1.4924, -2.0379, 2.5095], [3.2353, 0.8868, 3.4643], [1.6065, 0.9289, 2.7776], [2.8722, 1.9697, 2.1117], [5.6030, -0.6339, 1.8633], [5.3770, 0.3794, 0.4280], [5.3084, -1.3798, 0.2841], [3.5343, -2.6231, -0.8393], [3.7736, -4.5504, -2.3556], [2.2298, -4.8249, -4.2653], [0.4374, -3.1630, -4.6460], [0.1737, -1.2589, -3.1134], [0.3442, 1.0831, -3.0548], [0.7175, 3.2126, -4.2184], [2.4773, 4.7653, -3.4368], [3.8675, 4.1627, -1.4834], [3.4931, 2.0284, -0.3116]],
  "forces_ev_per_a": [[-0.202, -0.127, 0.218], [-0.002, -0.330, -0.231], [0.227, 0.586, 0.019], [-0.160, -0.340, 0.215], [0.167, 0.296, 0.176], [-0.047, -0.035, -0.383], [-0.142, -0.311, 0.274], [-0.031, 0.245, -0.580], [0.295, 0.040, 0.354], [-0.023, 0.006, 0.001], [0.021, -0.001, -0.003], [0.013, -0.002, -0.008], [-0.024, 0.013, 0.007], [-0.050, 0.032, 0.026], [0.097, -0.144, 0.041], [-0.020, 0.019, -0.011], [-0.010, 0.023, 0.000], [-0.038, -0.003, 0.028], [-0.020, -0.064, 0.053], [0.313, -0.181, -0.162], [-0.194, 0.314, 0.012], [0.010, -0.002, -0.001], [0.002, -0.002, -0.012], [0.015, -0.007, -0.001], [0.026, 0.006, -0.010], [0.095, 0.086, -0.089], [-0.271, -0.033, 0.108], [0.110, -0.080, -0.116], [-0.284, 0.028, -0.006], [0.228, -0.001, -0.136], [-0.083, 0.148, 0.165], [0.003, 0.098, 0.015], [0.026, -0.037, -0.008], [0.030, -0.021, 0.008], [-0.022, -0.016, -0.060], [0.021, -0.003, 0.019], [-0.064, -0.198, 0.195], [-0.003, -0.056, -0.010], [-0.028, 0.036, -0.044], [0.025, 0.017, 0.013], [0.025, 0.042, -0.007], [-0.041, -0.054, 0.018], [0.013, 0.014, -0.010], [0.010, 0.027, -0.028], [0.005, -0.001, 0.002], [0.004, -0.011, -0.007], [0.002, 0.008, 0.003], [0.001, -0.021, -0.016], [-0.012, 0.000, 0.009], [-0.001, -0.003, -0.001], [0.000, 0.006, 0.005], [0.009, -0.059, -0.015], [0.000, 0.007, -0.001], [-0.006, 0.009, -0.004], [-0.001, 0.007, 0.013], [-0.021, -0.037, -0.020], [-0.016, 0.032, -0.007], [0.004, -0.016, 0.006], [-0.003, -0.006, -0.001], [-0.004, -0.005, 0.002], [0.024, 0.056, -0.014]],
  "energy_ev": -245847.2346,
  "total_charge": 0,
  "homo_lumo_gap_ha": [0.28505, 0.19983],
  "e_above_lowest_ev": 0.352,
  "s_squared": 0.769,
  "fmax_ha_per_bohr": 0.0123,
  "spin_multiplicity": 2
}